[1]
139
Properties=species:S:1:pos:R:3:forces:R:3:lowdin_charge:R:1 method="wB97M-V/def2-TZVPD" total_charge=0 homo_lumo_gap_ev=8.3 smiles="CCCCCCCCCCCCCCC[Si@H](CCCCOC=O)[PH2]=N.CCOC(C)=O.CCOC(C)=O.CCOC(C)=O.CCOC(C)=O.CCOC(C)=O" multiplicity=1
C -1.814 10.087 -1.871 0.3 -0.2 -0.3 -0.11
C -1.145 9.113 -2.877 -0.1 0.9 -0.4 -0.25
C -2.158 8.353 -3.741 -0.5 0.1 0.6 -0.20
C -2.775 7.071 -3.104 0.7 -0.2 -0.3 -0.20
C -2.035 6.523 -1.875 -0.8 -0.3 0.1 -0.21
C -2.389 7.211 -0.526 0.8 -0.5 -0.6 -0.20
C -2.865 6.253 0.584 0.8 0.8 -0.3 -0.20
C -1.966 5.027 0.858 -1.8 0.5 0.5 -0.20
C -2.545 4.319 2.110 1.0 -0.3 -0.6 -0.21
C -2.142 2.823 2.058 -0.7 0.7 -0.1 -0.21
C -3.307 2.025 1.459 0.7 -0.3 -0.3 -0.20
C -2.861 0.658 0.874 -0.9 0.3 0.5 -0.18
C -3.351 -0.563 1.697 1.1 0.4 -0.1 -0.18
C -2.130 -1.311 2.263 -0.7 -0.9 -0.2 -0.31
C -2.361 -2.821 2.523 0.7 0.2 0.3 -0.32
Si -0.674 -3.721 2.448 -2.3 -0.3 0.2 0.56
C -0.749 -5.398 3.318 1.5 0.4 0.1 -0.29
C 0.641 -6.108 3.145 -0.7 0.2 -0.9 -0.24
C 0.534 -7.540 2.588 0.2 1.4 -0.2 -0.18
C 0.636 -7.621 1.079 -0.5 -0.6 -0.2 -0.18
O 1.714 -6.823 0.563 -0.6 0.0 0.6 -0.04
C 2.029 -7.129 -0.704 -2.0 0.4 0.8 -0.40
O 3.127 -7.364 -0.995 3.2 -0.5 -1.4 0.14
P 0.852 -2.372 3.387 2.2 -0.4 -0.5 0.57
N 2.361 -2.790 3.079 -0.5 -0.2 0.0 -0.38
H -2.894 9.960 -1.869 -0.1 0.0 0.1 0.06
H -1.616 11.109 -2.193 0.0 0.1 0.2 0.06
H -1.441 9.957 -0.860 0.0 0.1 0.1 0.06
H -0.593 9.765 -3.558 0.2 -0.2 -0.1 0.09
H -0.395 8.481 -2.408 -0.1 -0.2 0.1 0.09
H -2.977 9.052 -3.925 0.0 0.1 -0.2 0.10
H -1.748 8.144 -4.726 0.2 -0.2 0.0 0.10
H -2.721 6.289 -3.864 -0.1 0.0 -0.1 0.10
H -3.839 7.181 -2.892 0.0 0.2 0.1 0.10
H -2.325 5.474 -1.779 0.0 -0.1 -0.1 0.09
H -0.972 6.505 -2.099 0.2 0.0 0.3 0.10
H -3.137 7.965 -0.760 -0.2 0.1 0.4 0.09
H -1.492 7.727 -0.186 0.0 0.1 0.2 0.09
H -3.898 5.971 0.371 0.0 -0.4 0.0 0.11
H -2.887 6.838 1.509 -0.2 0.0 0.1 0.11
H -0.937 5.304 1.060 0.2 0.1 -0.4 0.11
H -2.055 4.353 0.006 0.4 -0.1 0.0 0.10
H -3.626 4.440 2.096 -0.2 -0.2 0.2 0.10
H -2.160 4.833 2.992 -0.1 -0.1 0.1 0.11
H -1.291 2.755 1.379 0.2 -0.2 0.2 0.10
H -1.844 2.450 3.038 0.0 -0.2 0.0 0.11
H -4.073 1.926 2.229 -0.2 -0.1 -0.1 0.11
H -3.732 2.600 0.636 -0.1 0.3 0.1 0.11
H -3.217 0.577 -0.154 0.0 -0.1 0.0 0.10
H -1.775 0.695 0.834 0.1 -0.3 -0.1 0.09
H -3.945 -1.242 1.091 -0.1 0.0 -0.1 0.09
H -3.963 -0.187 2.513 -0.2 -0.2 0.1 0.10
H -1.324 -1.233 1.531 0.1 0.2 0.0 0.07
H -1.800 -0.861 3.199 0.2 0.3 -0.1 0.10
H -3.041 -3.238 1.779 0.0 -0.1 -0.1 0.06
H -2.803 -2.988 3.509 -0.1 0.0 0.0 0.07
H -0.430 -3.949 1.005 0.5 0.1 0.0 -0.01
H -0.877 -5.235 4.387 -0.5 0.0 0.0 0.07
H -1.560 -6.013 2.931 -0.2 0.1 0.0 0.07
H 1.209 -6.097 4.068 -0.1 0.0 0.2 0.11
H 1.213 -5.515 2.425 0.3 -0.2 0.2 0.05
H 1.328 -8.115 3.020 0.1 -0.4 0.1 0.07
H -0.435 -7.932 2.877 0.1 -0.5 0.1 0.11
H 0.855 -8.665 0.829 -0.1 0.0 -0.1 0.12
H -0.315 -7.388 0.586 0.1 0.4 -0.1 0.13
H 1.212 -7.137 -1.440 -0.4 0.0 0.2 0.14
H 0.684 -1.029 2.964 -0.6 -0.1 0.5 -0.03
H 0.629 -2.397 4.789 -0.5 0.4 -0.2 -0.03
H 2.400 -3.599 2.468 0.2 0.1 0.1 -0.08
C 3.916 4.709 2.458 -0.1 0.1 0.1 -0.06
C 3.737 4.636 0.957 0.2 0.0 0.2 -0.23
O 2.439 5.087 0.557 -0.2 -0.2 -0.3 0.00
C 2.138 6.377 0.317 0.0 0.3 0.2 -0.51
C 3.098 7.455 0.765 0.2 0.0 -0.4 0.02
O 1.077 6.647 -0.182 0.1 -0.2 0.0 0.10
H 3.853 5.736 2.820 0.1 0.0 0.0 0.07
H 4.885 4.300 2.748 0.0 0.0 0.0 0.08
H 3.132 4.142 2.961 0.0 -0.1 0.0 0.08
H 4.518 5.173 0.418 0.0 0.1 0.0 0.11
H 3.796 3.597 0.633 -0.2 0.0 -0.1 0.12
H 2.835 7.767 1.776 0.0 0.0 0.0 0.10
H 2.996 8.306 0.095 -0.1 0.0 0.1 0.08
H 4.144 7.157 0.736 0.0 0.0 0.2 0.08
C 4.200 -11.776 6.147 0.0 0.2 -0.1 -0.06
C 2.765 -12.184 5.883 0.3 -0.1 0.0 -0.23
O 1.907 -11.046 5.761 -0.3 0.0 0.1 0.00
C 1.706 -10.380 4.610 0.2 0.1 -0.1 -0.51
C 2.638 -10.631 3.444 -0.2 -0.4 -0.2 0.02
O 0.839 -9.549 4.553 0.1 -0.5 0.5 0.09
H 4.613 -11.202 5.318 0.0 -0.1 0.0 0.07
H 4.825 -12.656 6.302 0.0 0.0 0.0 0.08
H 4.256 -11.145 7.034 0.0 -0.1 0.0 0.08
H 2.672 -12.837 5.014 0.0 0.1 -0.1 0.11
H 2.384 -12.746 6.735 -0.1 0.1 0.0 0.12
H 3.470 -9.929 3.497 0.0 0.0 0.0 0.10
H 2.086 -10.457 2.522 0.0 0.2 0.1 0.08
H 3.020 -11.647 3.395 0.1 0.1 0.1 0.07
C 1.513 12.001 -0.992 -0.1 -0.2 -0.1 -0.07
C 2.976 12.381 -0.933 -0.3 0.0 0.0 -0.23
O 3.811 11.219 -0.898 0.3 0.0 0.2 -0.01
C 4.235 10.564 -1.998 -0.2 -0.2 -0.3 -0.53
C 3.582 10.861 -3.328 0.3 0.4 -0.1 0.01
O 5.069 9.707 -1.884 -0.1 0.1 0.2 0.10
H 1.281 11.454 -1.907 0.0 0.1 0.0 0.06
H 0.880 12.888 -0.951 0.0 0.0 0.0 0.08
H 1.258 11.348 -0.157 0.0 0.1 0.0 0.08
H 3.267 13.051 -1.744 0.0 -0.1 -0.1 0.11
H 3.180 12.915 -0.005 0.1 -0.1 0.0 0.12
H 2.738 10.186 -3.467 0.0 0.0 0.0 0.09
H 4.313 10.681 -4.113 0.0 -0.2 0.1 0.09
H 3.248 11.890 -3.437 -0.2 -0.1 0.1 0.07
C 2.260 -8.812 -4.449 -0.1 -0.1 0.1 -0.06
C 1.667 -8.398 -5.780 0.1 0.1 0.2 -0.23
O 0.738 -9.368 -6.270 0.0 -0.1 -0.4 0.00
C -0.568 -9.387 -5.935 -0.1 -0.1 0.3 -0.53
C -1.037 -8.550 -4.765 -0.1 0.4 -0.2 0.01
O -1.318 -10.118 -6.521 0.2 0.1 0.0 0.11
H 1.499 -8.889 -3.671 0.0 0.1 0.0 0.06
H 3.013 -8.095 -4.121 0.0 0.0 0.0 0.08
H 2.723 -9.795 -4.535 0.1 0.0 0.0 0.09
H 1.211 -7.407 -5.741 -0.1 0.0 0.0 0.11
H 2.457 -8.345 -6.528 -0.1 -0.1 -0.1 0.12
H -0.978 -9.147 -3.856 0.0 0.0 0.0 0.09
H -2.074 -8.273 -4.940 0.0 -0.2 0.0 0.09
H -0.480 -7.625 -4.631 0.1 -0.1 0.1 0.06
C -1.626 -3.411 -2.339 0.0 0.2 0.0 -0.06
C -3.078 -3.835 -2.236 0.3 0.0 -0.1 -0.24
O -3.870 -2.843 -1.582 -0.3 -0.1 0.3 -0.01
C -4.444 -1.798 -2.218 0.2 0.3 -0.1 -0.53
C -4.009 -1.465 -3.627 -0.3 -0.3 -0.2 0.01
O -5.230 -1.114 -1.623 0.1 -0.2 0.1 0.11
H -1.513 -2.515 -2.948 0.0 -0.1 -0.1 0.07
H -1.025 -4.207 -2.782 0.0 0.0 0.0 0.08
H -1.229 -3.180 -1.349 0.0 -0.1 0.0 0.06
H -3.504 -4.098 -3.206 0.0 0.1 0.0 0.11
H -3.153 -4.726 -1.614 -0.1 0.1 0.1 0.12
H -3.182 -0.757 -3.585 0.0 0.0 0.0 0.10
H -4.848 -1.000 -4.140 0.0 0.2 0.1 0.09
H -3.719 -2.331 -4.218 0.2 0.0 0.1 0.07



[2]
149
Properties=species:S:1:pos:R:3:forces:R:3:lowdin_charge:R:1 method="wB97M-V/def2-TZVPD" total_charge=0 homo_lumo_gap_ev=8.6 smiles="O=S1(=O)CCCC1.O=S1(=O)CCCC1.O=S1(=O)CCCC1.O=S1(=O)CCCC1.O=S1(=O)CCCC1.O=S1(=O)CCCC1.O=S1(=O)CCCC1.CCN(CC)CC.CCN(CC)CC" multiplicity=1 e_above_lowest_ev=0.000
O 0.012 -1.832 5.356 -0.9 -0.2 0.0 -0.34
S -1.397 -2.200 5.435 0.7 0.3 0.1 0.69
O -1.787 -3.561 5.138 0.0 0.5 0.0 -0.32
C -2.123 -1.718 7.037 0.0 -0.3 0.1 -0.22
C -2.849 -0.410 6.775 -0.5 -0.2 0.2 -0.22
C -3.527 -0.592 5.399 1.5 0.2 0.1 -0.19
C -2.377 -1.001 4.467 0.5 0.3 -0.1 -0.23
H -1.440 -1.661 7.883 0.5 -0.1 -0.4 0.11
H -2.806 -2.540 7.261 -0.2 0.1 -0.1 0.10
H -3.571 -0.219 7.571 -0.1 -0.1 -0.1 0.12
H -2.168 0.441 6.827 0.1 -0.1 -0.4 0.12
H -3.925 0.362 5.063 -0.7 -0.3 -0.1 0.11
H -4.189 -1.453 5.468 -0.6 0.4 -0.1 0.12
H -1.698 -0.174 4.241 0.0 0.1 0.5 0.08
H -2.622 -1.354 3.466 -0.3 -0.6 0.3 0.07
O -3.120 3.148 1.233 0.6 0.3 0.0 -0.33
S -3.852 3.748 0.150 -2.0 -0.4 -0.4 0.70
O -3.401 4.866 -0.634 0.3 -0.1 0.5 -0.30
C -4.329 2.417 -1.003 -0.6 0.3 -0.7 -0.21
C -5.841 2.134 -0.875 0.8 -0.6 0.9 -0.22
C -6.420 3.460 -0.418 -1.8 0.7 -0.7 -0.25
C -5.579 3.992 0.730 -0.8 -1.3 0.6 -0.21
H -3.634 1.587 -0.923 -0.1 0.0 0.2 0.06
H -4.321 2.825 -2.015 0.9 0.3 0.1 0.11
H -6.192 1.664 -1.793 -0.2 0.7 -0.2 0.11
H -6.064 1.359 -0.134 0.2 0.2 0.3 0.09
H -7.481 3.343 -0.166 0.2 -0.2 0.7 0.12
H -6.571 4.219 -1.196 0.9 -0.2 -0.3 0.12
H -5.736 3.283 1.555 0.6 -0.3 -0.2 0.10
H -5.993 4.871 1.224 0.9 0.8 -0.8 0.11
O -0.361 5.854 4.215 0.1 -0.6 -0.1 -0.33
S -0.421 4.561 4.866 -0.4 -0.1 0.1 0.69
O -0.766 4.549 6.274 0.4 -0.3 -0.2 -0.35
C -1.636 3.447 3.983 1.8 2.0 0.1 -0.19
C -0.743 2.579 3.122 0.4 -1.5 0.2 -0.23
C 0.572 2.287 3.882 0.4 0.5 0.3 -0.22
C 1.102 3.582 4.483 -0.5 0.6 1.0 -0.21
H -2.174 4.246 3.479 -0.5 -0.5 -0.3 0.08
H -2.191 2.988 4.794 -0.1 -0.3 -0.2 0.09
H -1.221 1.608 2.969 -0.1 0.1 -0.3 0.08
H -0.427 2.931 2.142 -0.7 0.6 0.0 0.12
H 1.361 1.892 3.241 -0.3 -0.3 -0.2 0.11
H 0.411 1.585 4.702 -0.1 -0.1 -0.1 0.11
H 1.758 4.223 3.897 -0.3 -0.1 -0.5 0.10
H 1.631 3.420 5.422 -0.2 0.0 0.1 0.10
O 4.026 -5.546 3.838 -0.4 0.6 0.2 -0.34
S 4.163 -4.185 4.327 0.4 -0.6 -0.9 0.68
O 4.447 -3.961 5.718 0.1 0.0 0.3 -0.33
C 5.409 -3.385 3.290 -0.7 1.0 0.9 -0.21
C 4.623 -2.599 2.240 0.5 -1.2 -1.6 -0.23
C 3.271 -2.150 2.797 0.9 1.1 0.4 -0.21
C 2.766 -3.127 3.855 0.1 -0.1 0.2 -0.20
H 6.179 -4.102 3.028 -0.2 -0.1 -0.4 0.10
H 5.845 -2.636 3.957 0.2 -0.2 0.1 0.10
H 5.274 -1.816 1.848 -0.4 0.4 0.3 0.10
H 4.405 -3.158 1.323 0.3 -0.5 0.3 0.11
H 2.596 -1.925 1.975 -0.2 -0.3 0.1 0.08
H 3.492 -1.183 3.263 -0.5 0.0 0.3 0.12
H 1.940 -3.780 3.584 0.1 0.0 -0.2 0.11
H 2.499 -2.602 4.768 -0.1 -0.1 0.0 0.08
O 5.698 -1.546 -0.915 -0.4 0.5 0.8 -0.32
S 5.421 -2.119 -2.197 1.2 -1.0 -1.6 0.65
O 4.405 -3.132 -2.364 -0.3 0.6 0.1 -0.33
C 5.392 -0.811 -3.464 -0.6 0.2 0.5 -0.22
C 6.607 -1.058 -4.381 0.2 0.9 0.4 -0.20
C 7.717 -1.679 -3.497 -0.7 -0.1 -0.1 -0.21
C 6.976 -2.805 -2.799 -0.1 0.0 0.4 -0.24
H 5.481 0.125 -2.910 0.5 -0.1 0.1 0.08
H 4.386 -0.725 -3.876 0.2 -0.5 -0.5 0.10
H 6.397 -1.668 -5.256 -0.2 -0.1 0.1 0.12
H 6.945 -0.078 -4.720 -0.1 -0.1 -0.3 0.11
H 8.115 -0.914 -2.830 0.0 -0.2 0.2 0.12
H 8.535 -2.107 -4.074 0.0 0.2 -0.1 0.12
H 7.425 -3.245 -1.909 0.2 -0.1 -0.2 0.11
H 6.746 -3.544 -3.566 -0.1 -0.3 0.3 0.11
O 2.631 6.189 -0.816 -0.5 0.4 -0.2 -0.34
S 2.722 6.737 -2.151 1.1 -0.5 0.0 0.68
O 1.848 7.775 -2.646 0.1 -0.5 0.2 -0.32
C 4.451 7.258 -2.423 0.4 -0.1 1.0 -0.22
C 4.981 6.473 -3.626 0.0 0.0 -0.2 -0.22
C 3.772 5.832 -4.370 1.3 0.1 -0.1 -0.22
C 2.811 5.324 -3.312 -0.3 1.3 0.0 -0.21
H 5.035 6.980 -1.543 -0.4 -0.4 0.1 0.10
H 4.541 8.342 -2.349 -0.4 0.1 -0.9 0.10
H 5.537 7.097 -4.325 0.0 0.1 0.1 0.11
H 5.693 5.735 -3.256 -0.2 -0.2 -0.1 0.11
H 4.099 5.028 -5.030 0.1 0.0 0.1 0.11
H 3.460 6.653 -5.016 -1.0 -0.3 0.1 0.12
H 3.233 4.516 -2.718 0.0 -0.1 -0.1 0.09
H 1.807 5.093 -3.658 0.0 0.0 0.0 0.11
O 1.991 -3.577 -6.121 -0.1 -0.3 0.1 -0.34
S 1.027 -4.511 -5.580 -0.4 -0.1 0.5 0.69
O 0.868 -5.827 -6.173 0.1 0.7 0.2 -0.33
C 1.236 -4.688 -3.759 1.4 -0.4 -1.0 -0.20
C 0.044 -4.055 -3.108 -1.5 1.2 0.3 -0.21
C -1.128 -4.163 -4.124 -0.6 -1.3 0.5 -0.23
C -0.592 -3.709 -5.461 0.6 -0.5 0.0 -0.23
H 2.243 -4.289 -3.620 -0.3 0.5 0.5 0.08
H 1.358 -5.756 -3.578 -0.5 -0.1 0.0 0.11
H -0.249 -4.482 -2.149 0.2 -0.4 -0.1 0.12
H 0.122 -2.989 -2.871 0.7 0.0 -0.2 0.09
H -2.075 -3.669 -3.895 0.4 0.6 0.4 0.11
H -1.458 -5.208 -4.066 0.3 -0.1 -0.7 0.12
H -0.428 -2.634 -5.398 0.0 0.0 -0.4 0.10
H -1.094 -4.045 -6.365 -0.4 0.3 0.1 0.11
C -3.404 -0.894 -1.929 0.1 0.6 -0.3 -0.10
C -4.879 -1.204 -1.865 -0.3 -1.3 1.2 -0.21
N -5.072 -2.422 -1.012 0.3 0.8 -0.1 -0.17
C -4.476 -2.278 0.320 -0.1 -0.9 0.2 -0.25
C -4.859 -1.045 1.135 0.2 -0.5 0.8 -0.07
C -6.498 -2.678 -0.910 -0.9 -0.7 -1.2 -0.29
C -7.003 -3.575 -2.040 0.4 -0.1 -0.9 -0.10
H -2.802 -1.786 -2.103 -0.1 -0.1 0.0 0.07
H -3.108 -0.452 -0.979 0.2 -0.2 0.0 0.03
H -3.135 -0.160 -2.693 -0.2 0.0 -0.1 0.08
H -5.447 -0.429 -1.340 0.2 0.5 -0.4 0.08
H -5.387 -1.413 -2.805 0.3 0.1 -0.2 0.11
H -4.794 -3.213 0.797 -0.3 0.4 0.5 0.12
H -3.397 -2.448 0.378 0.1 0.5 -0.8 0.10
H -4.387 -0.101 0.859 -0.1 0.0 -0.5 0.05
H -5.943 -0.948 1.203 0.0 0.2 0.0 0.08
H -4.483 -1.222 2.149 -0.2 0.0 0.1 0.06
H -7.114 -1.769 -0.992 0.2 0.2 0.5 0.11
H -6.806 -3.247 -0.030 0.5 0.5 0.4 0.12
H -6.376 -4.465 -2.140 -0.3 -0.2 0.4 0.07
H -6.933 -3.148 -3.047 -0.1 0.4 0.2 0.06
H -8.051 -3.829 -1.878 0.1 -0.2 0.0 0.07
C 2.937 1.233 -1.398 -1.0 0.9 0.4 -0.07
C 2.258 0.453 -0.294 0.5 -1.3 0.6 -0.27
N 0.829 0.622 -0.052 0.1 0.1 -0.6 -0.16
C 0.014 0.884 -1.253 0.2 0.0 1.6 -0.23
C 0.093 -0.143 -2.348 -0.4 -0.4 -1.5 -0.08
C 0.393 -0.428 0.851 -0.3 1.2 2.1 -0.26
C -1.108 -0.656 1.007 0.6 -1.8 -2.0 -0.08
H 2.388 1.197 -2.341 0.2 -0.2 -0.1 0.06
H 3.957 0.890 -1.534 0.1 0.1 0.1 0.05
H 2.901 2.277 -1.069 0.4 0.1 -0.3 0.08
H 2.486 -0.624 -0.422 -0.1 0.0 -0.4 0.10
H 2.786 0.645 0.649 -0.1 0.3 0.0 0.12
H -0.997 1.015 -0.858 -0.1 0.0 -0.4 0.09
H 0.334 1.878 -1.568 -0.1 -0.1 -0.4 0.11
H 1.051 -0.659 -2.420 0.2 0.3 0.0 0.07
H -0.644 -0.951 -2.383 -0.2 0.1 0.8 0.04
H -0.116 0.352 -3.305 0.4 0.0 0.0 0.08
H 0.686 -0.111 1.866 0.5 0.0 -0.1 0.10
H 0.921 -1.383 0.739 -0.2 -0.2 -0.6 0.10
H -1.360 -1.163 0.063 -0.6 0.4 0.0 0.05
H -1.788 0.176 1.160 0.3 0.2 0.3 0.07
H -1.227 -1.499 1.691 -0.2 0.4 0.5 0.07